44
Properties=species:S:1:pos:R:3:forces:R:3 method="wB97M-V/def2-TZVPD" e_above_lowest_kj_mol=82.51 gap_ev="6.338 / 6.285" spin_multiplicity=2 total_charge=-2 e_homo_ev="-2.2 / -2.2" e_lumo_ev="4.10 / 4.05"
Hg -0.5711 -0.8633 0.0905 0.1 0.2 0.4
C 1.5581 -2.2932 1.6297 0.0 -0.1 0.0
C 2.5559 -1.4431 2.0370 0.0 0.1 0.1
C 1.9627 -0.3418 2.7374 0.1 -0.1 -0.1
C 0.6010 -0.5203 2.7604 -0.1 0.0 0.0
C 0.2886 -1.7357 2.0374 -0.1 0.1 -0.1
H 1.6762 -3.2050 1.0620 0.0 0.0 0.0
H 3.6074 -1.5484 1.8076 0.0 0.0 0.0
H 2.4933 0.5151 3.1286 0.0 0.0 0.0
H -0.1333 0.1250 3.2219 0.0 0.0 0.0
H -0.5921 -2.3369 2.2459 0.1 0.0 0.0
O -3.0276 1.4946 2.6557 0.0 0.0 0.1
C -2.3755 1.3576 1.6183 0.1 0.0 -0.1
O -2.4072 0.3457 0.8538 0.0 -0.1 -0.1
C -1.5155 2.5531 1.1778 0.0 0.1 0.0
C -1.8158 3.7337 1.7993 0.0 -0.1 0.0
C -1.1511 4.9303 1.4943 0.0 0.2 0.1
C -0.1557 4.9512 0.5470 0.0 0.0 0.0
C 0.1649 3.7823 -0.1097 0.1 0.0 -0.1
C -0.4603 2.4907 0.1642 0.0 0.0 0.1
O -0.0683 1.4481 -0.4016 0.0 -0.1 0.0
N 1.2144 3.9276 -1.1058 -0.3 0.0 0.1
O 1.9493 4.9084 -1.0334 0.2 0.0 0.0
O 1.3116 3.1076 -2.0014 0.0 0.0 -0.1
N -1.5101 6.1578 2.1590 0.0 -0.2 -0.1
O -2.4122 6.1335 2.9855 0.0 0.0 0.0
O -0.9080 7.1866 1.8641 0.0 0.1 0.0
H -2.5907 3.7138 2.5521 0.0 0.0 0.0
H 0.3623 5.8660 0.3054 0.0 0.0 0.0
I -3.3312 1.2009 -2.3663 0.1 0.0 0.1
C -3.0303 -0.0851 -3.8965 -0.2 0.1 -0.1
I -1.3925 -2.8252 -1.6613 -0.1 -0.1 -0.2
H -2.5679 0.2805 -4.7964 0.1 0.0 0.0
H -3.3935 -1.0910 -3.7888 0.1 -0.1 0.0
C 0.5561 0.2668 -3.3019 0.1 0.0 0.0
C 1.7926 0.0114 -2.4851 -0.1 0.0 0.1
C 3.0840 0.6102 -2.9912 0.0 0.0 0.0
O 1.7710 -0.6265 -1.4575 0.0 0.0 0.0
H 0.7609 0.1142 -4.3648 0.0 0.0 0.0
H 0.2623 1.3043 -3.1484 0.0 0.1 0.0
H -0.2493 -0.3872 -2.9780 0.0 0.0 0.0
H 3.2581 0.3227 -4.0304 0.0 0.0 0.0
H 3.9086 0.2833 -2.3617 0.0 0.0 0.0
H 2.9992 1.6974 -2.9545 0.0 0.0 0.0

***

40
Properties=species:S:1:pos:R:3:forces:R:3 method="wB97M-V/def2-TZVPD" smiles="COC(=O)c1ccc(CSc2nnc(Nc3ccccc3OC)s2)o1" e_above_lowest_kj_mol=0.00 gap_ev=8.319 spin_multiplicity=1 e_homo_ev=-7.8 e_lumo_ev=0.56
C -8.3150 -0.2794 1.4846 -0.3 0.2 0.2
H -8.1468 -0.0186 2.5317 0.0 0.0 -0.1
H -8.9576 0.4804 1.0345 0.0 -0.1 0.1
H -8.7695 -1.2633 1.4030 0.0 0.0 0.0
O -7.0802 -0.3554 0.7904 0.3 -0.2 -0.2
C -6.3535 0.7708 0.7723 -0.2 0.0 0.1
O -6.6949 1.8025 1.2992 0.1 -0.1 -0.1
C -5.1006 0.6042 0.0371 0.6 1.0 0.0
C -4.1057 1.5227 -0.2088 -0.8 -0.5 0.3
C -3.1306 0.8514 -0.9667 -0.2 -0.6 -0.2
C -3.5957 -0.4293 -1.1346 0.6 0.8 -0.2
O -4.7832 -0.5819 -0.5270 -0.2 -0.4 0.0
C -2.9956 -1.5939 -1.8162 0.2 -0.2 0.4
H -2.4043 -1.2906 -2.6771 -0.2 0.0 0.0
H -3.7589 -2.3219 -2.0851 0.1 0.0 -0.1
S -1.8466 -2.5079 -0.7007 -0.5 -0.4 -0.1
C -0.4560 -1.4884 -0.8367 0.4 -0.1 0.3
N -0.3481 -0.4649 -1.6042 -1.2 -0.7 -0.1
N 0.8265 0.1440 -1.5332 1.5 1.0 -0.1
C 1.6645 -0.4009 -0.7057 -0.8 -0.9 0.3
N 2.8963 0.1095 -0.5381 0.7 0.6 -0.2
C 3.9729 -0.2675 0.2533 0.1 0.0 0.1
C 3.9791 -1.3379 1.1337 -0.1 0.1 -0.1
C 5.1109 -1.6289 1.8790 0.2 0.0 0.1
C 6.2442 -0.8533 1.7511 0.0 -0.2 0.1
C 6.2576 0.2242 0.8754 -0.1 0.2 -0.2
C 5.1358 0.5257 0.1259 0.0 0.0 0.0
O 5.0404 1.5631 -0.7658 -0.3 -0.5 0.2
C 6.1590 2.3977 -0.9456 0.2 0.2 -0.1
H 6.4331 2.9060 -0.0162 0.0 0.0 0.0
H 7.0195 1.8381 -1.3246 0.0 0.0 0.0
H 5.8560 3.1374 -1.6850 0.1 0.0 0.1
H 7.1518 0.8202 0.7880 0.1 0.1 0.0
H 7.1276 -1.0763 2.3290 0.1 0.0 0.1
H 5.0964 -2.4663 2.5586 0.0 -0.1 0.1
H 3.1022 -1.9530 1.2463 0.0 -0.1 0.1
H 3.0804 0.9240 -1.1134 -0.1 -0.1 0.0
S 0.9933 -1.8218 0.1152 -0.3 0.7 -0.7
H -2.2070 1.2388 -1.3445 0.2 0.0 -0.1
H -4.0977 2.5408 0.1209 -0.1 0.2 0.1

***

44
Properties=species:S:1:pos:R:3:forces:R:3 method="wB97M-V/def2-TZVPD" e_above_lowest_kj_mol=0.00 gap_ev="6.406 / 5.652" spin_multiplicity=4 total_charge=+1 e_homo_ev="-10.8 / -11.3" e_lumo_ev="-4.38 / -5.66"
Mn 1.7233 0.0907 0.0968 -0.1 0.3 -0.2
C 0.6771 -0.8786 -3.3639 0.1 0.1 0.3
As 0.0819 -0.3022 -1.6198 -0.4 -0.4 -0.3
C -1.3193 0.9607 -2.0598 0.3 0.1 0.2
C -0.9915 -1.7733 -0.9451 0.0 0.1 -0.1
C -1.7250 -2.6233 -1.7630 0.0 0.0 0.1
C -2.5017 -3.6221 -1.1953 -0.1 -0.1 0.1
C -2.5543 -3.7648 0.1870 -0.1 -0.1 -0.1
C -1.8311 -2.9098 1.0046 0.0 0.0 0.0
C -1.0447 -1.9189 0.4364 0.0 0.1 0.0
As -0.0382 -0.6411 1.4885 -0.4 -0.5 0.2
C 0.4712 -1.5773 3.0931 0.2 0.2 -0.2
C -1.4850 0.4895 2.1030 0.4 0.2 -0.3
H -0.1748 -0.9530 -4.0192 -0.3 0.0 -0.3
H 1.1796 -1.8328 -3.2856 0.1 -0.2 0.0
H 1.3659 -0.1377 -3.7494 0.1 0.1 -0.1
H -2.1398 0.3779 -2.4437 -0.3 -0.2 -0.2
H -0.9669 1.6589 -2.8067 0.1 0.1 -0.1
H -1.6370 1.5030 -1.1766 0.0 0.1 0.1
H -1.6861 -2.5210 -2.8374 0.0 0.0 -0.1
H -3.0682 -4.2933 -1.8309 0.0 0.1 0.1
H -3.1614 -4.5482 0.6277 0.1 0.1 0.0
H -1.8758 -3.0294 2.0783 0.0 0.0 0.1
H -0.4101 -1.7977 3.6719 -0.3 -0.1 0.2
H 1.1291 -0.9351 3.6665 0.1 0.1 0.1
H 0.9918 -2.4887 2.8300 0.1 -0.2 -0.1
H -2.3076 -0.1694 2.3219 -0.4 -0.2 0.1
H -1.7786 1.1924 1.3294 0.0 0.0 -0.1
H -1.1835 1.0306 2.9867 0.1 0.2 0.2
Se 3.7603 0.7552 0.8748 0.4 0.8 0.1
Te 5.5078 -0.8549 1.4266 0.0 -0.5 0.1
Te 4.1500 -3.1147 0.9747 0.1 0.3 0.0
Se 2.2614 -2.2438 -0.3409 0.0 -0.2 0.0
F 1.2352 2.1397 2.5246 -0.1 -0.5 0.2
C 1.0931 2.7480 1.3357 0.0 0.1 0.0
C 1.2236 2.0476 0.1455 0.3 -0.1 0.4
C 1.1529 2.8318 -0.9872 -0.1 0.0 0.1
F 1.3090 2.2828 -2.2009 0.2 -0.4 -0.5
C 0.9119 4.1855 -0.9737 0.0 0.1 0.0
F 0.8362 4.8804 -2.0991 0.0 0.1 -0.2
C 0.7480 4.8223 0.2368 0.0 0.2 0.0
F 0.5077 6.1171 0.2769 0.0 0.3 0.0
C 0.8478 4.1007 1.4060 -0.1 0.1 0.1
F 0.7160 4.7164 2.5747 0.0 0.0 0.1

***

42
Properties=species:S:1:pos:R:3:forces:R:3 method="wB97M-V/def2-TZVPD" e_above_lowest_kj_mol=20.57 gap_ev=7.647 spin_multiplicity=1 total_charge=+3 e_homo_ev=-19.0 e_lumo_ev=-11.39
Zr -0.4070 0.2612 0.4401 -0.3 0.6 0.2
C 3.8089 -0.5652 -0.3133 -0.1 0.0 0.0
C 2.5209 -0.9505 -0.5857 0.1 -0.1 0.0
N 1.6461 -0.2551 0.1914 -0.3 0.3 0.0
N 2.4109 0.6060 0.9745 0.0 -0.1 -0.1
C 3.6915 0.4209 0.6673 -0.1 0.0 0.0
B 1.8197 1.6894 1.9294 0.0 0.0 0.1
N 0.8273 1.0193 2.9318 0.1 -0.1 0.0
C 0.9110 0.9138 4.2523 0.0 0.0 -0.1
C -0.2098 0.2349 4.7424 -0.1 0.0 0.0
C -0.9607 -0.0634 3.6366 -0.1 0.0 0.0
N -0.3388 0.4080 2.5154 0.1 -0.1 -0.1
N 1.0170 2.7188 1.0840 0.1 0.0 0.0
C 1.1577 4.0364 0.9980 0.0 -0.1 0.0
C 0.2308 4.5442 0.0820 0.0 0.0 0.0
C -0.4661 3.4515 -0.3621 0.0 0.0 -0.1
N 0.0016 2.3221 0.2397 0.1 -0.2 0.2
H 4.7176 -0.9395 -0.7521 0.0 0.0 0.0
H 2.1598 -1.6949 -1.2801 0.0 0.0 0.0
H 4.4562 0.9966 1.1658 0.0 0.0 0.0
H 2.6935 2.2253 2.5199 0.0 0.0 0.0
H 1.7573 1.3307 4.7766 0.0 0.0 0.0
H -0.4275 0.0025 5.7707 0.0 0.0 0.0
H -1.9024 -0.5834 3.5501 0.0 0.0 0.1
H 1.9106 4.5412 1.5836 0.0 0.0 0.0
H 0.1077 5.5730 -0.2094 0.0 0.0 0.0
H -1.2566 3.3931 -1.0929 0.0 0.0 0.0
N -4.5648 0.3822 -0.5490 0.0 0.1 0.0
C -3.4595 1.0182 -0.9083 0.0 0.1 0.0
N -2.3609 0.3649 -0.5168 0.3 -0.2 -0.2
C -2.8318 -0.7972 0.1207 -0.1 -0.3 0.0
C -2.1201 -1.8886 0.6405 0.3 -0.2 0.0
C -2.8601 -2.9102 1.2241 0.0 0.1 0.0
C -4.2591 -2.8597 1.2526 0.0 0.0 0.0
C -4.9707 -1.8119 0.6911 0.0 0.0 0.0
C -4.2268 -0.7807 0.1355 0.2 0.0 0.0
H -5.5028 0.7075 -0.7568 0.0 0.0 0.0
H -3.4662 1.9542 -1.4454 0.0 0.0 0.0
H -1.0475 -2.1097 0.4865 -0.2 0.1 -0.1
H -2.3498 -3.7795 1.6156 0.0 0.0 0.0
H -4.8017 -3.6864 1.6902 0.0 0.0 0.0
H -6.0524 -1.8169 0.6752 0.0 0.0 0.0

***

37
Properties=species:S:1:pos:R:3:forces:R:3 method="wB97M-V/def2-TZVPD" smiles="[H]/N=c1/n(C)c2ccccc2n1C[C@@H](O)c1ccc(Br)cc1" gap_ev=8.098 spin_multiplicity=1 e_homo_ev=-7.6 e_lumo_ev=0.55
Br -3.1831 -3.1800 -3.8685 0.3 1.3 0.5
N 1.7988 3.7836 0.9260 -0.5 0.4 -0.1
O -0.9314 2.5377 -0.4609 -2.2 0.0 1.5
C 1.9256 2.6005 1.3894 -1.0 1.0 -3.3
C 2.9579 -1.4609 3.3355 0.2 1.5 0.7
C 2.4842 -1.9712 2.1372 -1.1 1.8 -0.8
C -2.6490 -1.7664 -1.4304 0.3 -0.9 -1.2
C -2.2363 -0.3777 -3.3526 -0.3 -1.6 -3.4
C 2.9604 -0.0027 3.6740 -0.7 -1.7 -0.8
C 1.9025 -1.0442 1.1637 1.0 0.3 0.5
C -2.0608 -0.7975 -0.6378 0.3 0.1 -2.8
C -1.5950 0.5320 -2.6016 1.0 0.6 2.1
C -2.6663 -1.6060 -2.8112 -0.4 -0.2 0.4
C 2.4552 0.8880 2.7093 0.5 -1.8 1.1
C 2.0299 0.3556 1.4745 -0.5 -2.7 -1.5
C -1.4230 0.2707 -1.2096 0.6 1.3 -0.5
N 2.2806 2.2710 2.6480 0.2 0.3 1.5
N 1.7736 1.4108 0.6198 -0.7 0.9 0.2
C 2.2835 3.2720 3.7441 1.2 -0.8 0.1
C -0.5383 1.1397 -0.3234 -0.3 1.8 0.4
C 0.9814 1.2948 -0.6441 -0.1 -3.0 2.5
H 1.3951 3.8245 -0.0333 0.5 -0.3 1.1
H -1.7884 2.6951 0.0620 1.9 -0.4 -1.3
H 3.3194 -2.2456 4.0354 -0.1 1.2 -0.2
H 2.5194 -3.0581 1.9954 -0.2 0.6 -0.2
H -2.8067 -2.7547 -1.0104 -0.5 0.2 0.0
H -2.1745 -0.1923 -4.4774 -0.6 -0.6 1.6
H 3.2700 0.3326 4.6728 -0.1 -0.2 -0.6
H 1.4763 -1.3878 0.1528 0.8 0.6 1.8
H -1.8593 -1.0589 0.3180 0.4 -0.4 3.1
H -1.1307 1.3743 -3.1118 -0.1 0.0 0.4
H 2.2651 4.2819 3.3783 -0.4 0.2 -0.8
H 1.4780 3.1587 4.4854 0.2 -0.4 -0.4
H 3.2742 3.2332 4.2200 -0.4 -0.3 0.3
H -0.6824 0.8322 0.7553 0.4 0.1 -1.1
H 1.1652 2.0760 -1.3312 0.2 0.8 -0.6
H 1.3084 0.3187 -1.0130 0.2 0.4 -0.6

***

38
Properties=species:S:1:pos:R:3:forces:R:3 method="wB97M-V/def2-TZVPD" smiles="O=C1C(Cl)=C(N2CCCCCC2)C(=O)N1c1ccc(Cl)cc1" e_above_lowest_kj_mol=16.28 gap_ev=7.908 spin_multiplicity=1 e_homo_ev=-8.3 e_lumo_ev=-0.40
O -1.5560 -3.1640 0.0273 0.2 0.2 -0.1
C -0.9623 -2.1409 -0.1966 -0.4 -0.1 0.0
C 0.4519 -1.9131 -0.4048 0.7 0.0 0.0
C 0.7045 -0.5917 -0.6549 0.3 -0.7 -0.1
N 1.8452 0.0570 -0.9237 -0.4 -0.2 -0.2
C 1.9020 1.4865 -1.1399 -0.2 0.9 0.1
H 0.9949 1.8169 -1.6446 0.2 0.0 0.0
C 2.0616 2.2782 0.1611 0.2 -0.1 -0.2
H 1.1388 2.1960 0.7377 0.0 0.0 0.0
H 2.1917 3.3285 -0.1049 -0.1 0.1 0.0
C 3.2384 1.8193 1.0214 -0.3 0.0 0.2
C 3.0361 0.4188 1.6090 0.3 0.0 -0.1
C 3.5426 -0.7200 0.7214 -0.2 0.1 0.0
H 3.1664 -1.6610 1.1235 0.1 -0.1 0.0
H 4.6326 -0.7564 0.7584 0.0 -0.1 0.0
C 3.1266 -0.5925 -0.7536 0.4 -0.4 0.3
H 3.0957 -1.5831 -1.2076 0.1 0.2 -0.1
H 3.8634 0.0039 -1.2936 -0.1 0.0 0.0
H 1.9733 0.2749 1.8169 0.0 0.0 0.1
H 3.5599 0.3476 2.5641 -0.1 0.0 0.0
H 3.3440 2.5314 1.8422 0.1 0.0 0.0
H 4.1639 1.8517 0.4431 0.1 0.1 0.0
H 2.7542 1.6837 -1.7960 -0.1 -0.1 0.0
C -0.6415 0.1010 -0.5913 -0.2 0.4 0.1
O -0.8708 1.2799 -0.7128 0.1 -0.1 0.0
N -1.5752 -0.8661 -0.3274 -0.3 -0.2 0.0
C -2.9639 -0.6391 -0.2063 -0.4 0.1 0.0
C -3.5986 0.2757 -1.0398 0.1 -0.1 0.0
C -4.9575 0.4946 -0.9189 -0.1 -0.1 0.1
C -5.6836 -0.2125 0.0264 0.3 0.0 0.0
C -5.0607 -1.1315 0.8557 -0.1 0.1 -0.1
C -3.6990 -1.3395 0.7442 0.1 0.1 0.0
H -3.2110 -2.0552 1.3849 0.0 0.0 0.0
H -5.6353 -1.6769 1.5873 -0.1 0.0 0.1
Cl -7.3837 0.0550 0.1717 -0.2 0.0 0.0
H -5.4528 1.2063 -1.5603 -0.1 0.1 0.0
H -3.0307 0.8219 -1.7750 0.0 0.0 0.0
Cl 1.4946 -3.2852 -0.3444 -0.2 0.1 0.0

***

41
Properties=species:S:1:pos:R:3:forces:R:3 method="wB97M-V/def2-TZVPD" gap_ev=4.796 spin_multiplicity=1 total_charge=-1 e_homo_ev=-3.4 e_lumo_ev=1.38
C 3.8975 2.5659 4.1990 0.1 -0.1 -0.2
C 2.4268 2.6282 3.8676 -0.4 -0.2 -0.5
O 2.1366 1.6886 2.8013 0.9 0.6 0.1
P 0.7440 1.7865 1.9875 -2.3 -1.2 0.9
C -0.4049 0.6863 2.8041 1.0 1.0 -0.9
C -1.4166 1.1749 3.6229 -1.6 0.3 1.0
N -2.3135 1.5133 4.3074 1.3 -0.4 -0.9
O 0.2747 3.1665 1.7201 0.7 -0.3 0.2
O 1.0816 0.9119 0.6855 1.1 -0.2 -0.3
C 2.3840 0.5972 0.1340 -0.6 0.4 0.4
C 2.1410 -0.1614 -1.1500 -0.1 0.1 -0.1
H 4.0854 3.1645 5.0893 0.1 0.0 0.1
H 4.2172 1.5366 4.3879 0.0 0.1 0.0
H 4.4840 2.9838 3.3757 0.0 -0.1 0.1
H 1.8265 2.3677 4.7490 -0.1 0.0 -0.2
H 2.1588 3.6344 3.5180 -0.1 -0.2 0.2
H -0.0989 -0.3415 2.9375 0.2 0.1 0.2
H 2.9305 1.5330 -0.0657 0.0 -0.3 0.2
H 2.9435 -0.0255 0.8473 -0.1 0.3 -0.1
H 3.0926 -0.4733 -1.5831 0.0 0.0 0.0
H 1.5307 -1.0498 -0.9608 0.0 0.1 0.0
H 1.6248 0.4831 -1.8692 0.0 -0.2 0.1
Cl -1.4625 -1.0908 0.9085 -0.4 -0.8 -0.4
C -2.2618 -2.5139 -0.1075 -0.9 1.5 -0.2
Cl -3.2025 -3.5537 0.9654 0.3 0.0 0.0
C -3.2182 -1.6803 -0.9980 -0.9 0.1 0.8
O -4.3280 -1.3529 -0.6067 1.3 -0.4 -0.6
C -2.6943 -1.2656 -2.3276 0.5 -0.2 -0.5
C -1.5254 -1.8628 -2.8841 -0.7 0.9 -0.3
C -1.1021 -1.4507 -4.1581 -0.2 0.1 0.1
C -1.7970 -0.4665 -4.8613 -0.6 0.0 0.7
C -2.9635 0.0985 -4.3099 0.3 -0.4 0.1
C -3.4169 -0.3186 -3.0550 0.4 0.0 -0.4
C -0.8402 -2.8805 -2.1085 -0.8 -0.4 2.0
Cl 0.5376 -3.6557 -2.7812 0.3 -0.3 -0.2
C -1.2382 -3.2371 -0.8511 1.2 0.0 -1.3
H -0.2231 -1.9080 -4.6014 -0.1 0.1 0.1
H -1.4437 -0.1474 -5.8357 0.0 0.0 0.1
H -3.5187 0.8596 -4.8521 0.1 -0.1 0.0
H -4.3243 0.0880 -2.6178 0.2 0.0 0.0
H -0.7233 -4.0325 -0.3231 0.1 0.1 -0.1

***

39
Properties=species:S:1:pos:R:3:forces:R:3 method="wB97M-V/def2-TZVPD" smiles="ClC(Cl)(Cl)Cl.Fc1ccccc1.Fc1ccccc1.CC(C)=O" e_above_lowest_kj_mol=24.08 gap_ev=9.397 spin_multiplicity=1 e_homo_ev=-9.2 e_lumo_ev=0.24
C 3.1497 3.2139 -0.0155 0.4 0.5 0.7
Cl 2.8524 4.6218 -1.0295 -0.2 -0.1 -0.2
Cl 2.6813 3.6437 1.6576 0.1 -0.1 -0.1
Cl 2.2270 1.8204 -0.5026 -0.1 -0.1 -0.4
Cl 4.8840 2.8454 -0.0595 -0.1 -0.1 0.0
C -1.4558 2.1803 -1.0283 -0.3 -0.5 0.0
C -1.1905 2.5867 -2.4540 0.7 -0.1 0.1
O -0.2292 2.1652 -3.0580 -0.1 0.0 0.0
C -2.1894 3.5058 -3.0832 0.1 0.2 -0.4
H -2.3657 1.5695 -1.0564 -0.1 0.1 0.2
H -1.6308 3.0249 -0.3628 0.0 0.1 -0.1
H -0.6684 1.5380 -0.6448 0.1 0.1 -0.1
H -1.9954 3.5800 -4.1521 -0.1 -0.2 0.0
H -2.0688 4.5210 -2.6978 -0.2 -0.1 0.3
H -3.1920 3.1347 -2.8744 -0.1 0.2 -0.1
F -0.6278 -2.9913 -3.7623 -0.1 0.0 -0.3
C -0.1160 -2.9373 -2.5294 0.9 0.4 1.0
C 0.5537 -1.7902 -2.1064 -0.6 0.4 -0.3
C 0.9940 -1.7230 -0.7960 -0.4 -0.6 0.2
C 0.7835 -2.7993 0.0687 0.0 0.5 0.8
C 0.1380 -3.9427 -0.3452 -0.1 -0.2 -1.4
C -0.2606 -4.0165 -1.6854 -0.9 -0.1 -0.2
H 0.5625 -0.9151 -2.7474 0.3 -0.1 -0.1
H 1.4229 -0.8297 -0.3652 0.1 0.1 -0.3
H 1.0243 -2.6367 1.1136 0.2 -0.3 0.0
H -0.0920 -4.8075 0.2592 0.2 0.2 0.4
H -0.8654 -4.8273 -2.0804 0.3 -0.2 0.2
F -2.7238 -1.5196 3.5923 0.0 0.2 -0.2
C -1.4661 -1.1224 3.3099 0.3 -0.6 -0.4
C -0.4393 -1.7731 3.9592 0.2 0.2 0.4
C 0.8732 -1.3424 3.7607 -0.6 -0.8 0.0
C 1.1344 -0.3567 2.8323 0.3 -0.1 0.0
C 0.0951 0.1431 2.0580 0.4 0.7 0.0
C -1.2143 -0.2211 2.2855 -0.6 -0.4 0.3
H -0.6864 -2.5950 4.6188 0.1 0.1 0.1
H 1.6629 -1.8926 4.2567 0.1 0.3 0.1
H 2.1632 -0.0428 2.7037 -0.1 0.1 -0.3
H 0.3145 0.8760 1.2925 0.0 0.0 0.0
H -2.0387 0.1117 1.6679 0.1 0.2 0.1